[1]
Here is C41H48BrN4O4Re as an isolated structure from the OMol25 dataset. Energies are from the ωB97M-V functional and the def2-TZVPD basis.

```
99
C41H48BrN4O4Re (the ωB97M-V functional and the def2-TZVPD basis)
C -2.8621 4.9317 -0.3107
C 2.7329 -0.9767 -0.0241
C -2.2475 3.9122 0.3934
H 0.2922 -2.7498 -2.4096
H 3.0189 0.6426 -1.4065
H -1.4340 -0.3355 5.2601
C -1.9107 1.3413 -2.2606
H 3.0400 -0.9642 -2.1436
H 3.3461 -2.5052 3.4730
N 0.8216 -3.4144 -1.8717
O -0.5752 -0.6479 2.3513
H 1.6781 4.3465 -1.5821
H -4.2999 0.5998 1.0435
C 3.1677 -2.0799 2.4923
C 0.3932 -4.0404 -0.7268
H -1.7792 3.2229 -3.3620
C 1.9325 2.0358 1.2901
H 3.7674 3.1292 1.2660
C -1.3089 -2.4229 0.0783
H -3.7065 3.9939 1.9460
C -1.7279 -0.9696 4.4228
H -4.3993 -2.9627 1.3475
H 1.3257 2.6434 -1.2670
H 2.8834 0.2395 4.1514
C -2.2405 5.5075 -1.4070
N -0.1973 2.5953 0.7850
O -2.8891 -0.8022 0.6994
H -2.9332 2.0684 -4.0095
H -2.5783 -0.6852 -1.7464
H 1.6023 4.7636 2.3213
C 3.3675 2.2043 1.6824
H 0.4728 5.1275 1.0279
N 1.2288 -4.9323 -0.2829
C 1.3439 4.5240 1.2884
H 3.9343 -2.5885 -0.7561
N 1.3881 0.8070 0.9902
C -1.7569 -4.7727 0.2578
C 2.2834 -4.9080 -1.1834
Re -0.5636 0.6939 0.7685
H 2.1800 4.8440 0.6630
C -2.5223 2.4787 -3.0859
H 4.2453 -3.6210 1.4638
C 0.9547 3.5451 -1.7476
C -1.4949 -0.2201 3.1493
H -4.9410 -0.9409 0.4181
H -3.0204 2.3762 1.6755
H 5.3393 -5.8941 -2.1803
H -2.7905 -1.1811 4.5353
O -2.1412 0.7860 2.8289
H 3.6777 -6.3468 -0.3897
H 3.4823 2.2583 2.7675
H -3.3315 2.9796 -2.5501
C -2.8033 3.4449 1.6894
H -0.5275 5.5150 -2.6945
O -0.4388 -1.3683 -0.2170
C 4.1361 -4.4186 -3.1763
C -0.3900 3.9722 -1.2397
H -3.9012 0.4891 -1.8910
C 2.0115 -0.1989 3.6597
H -2.0665 3.5627 2.4874
C -0.6310 0.8316 -2.9285
H -3.7978 5.3326 0.0567
Br -4.1551 -5.8685 1.2980
H -1.1539 -1.8918 4.4413
C -0.9114 -3.7302 -0.1189
C 1.0490 3.0623 1.1381
C -1.7564 1.6374 -0.7622
C -4.2210 -0.4820 1.0970
C -1.0131 5.0383 -1.8512
C -2.5715 -2.1244 0.5842
H -2.7050 6.3472 -1.9083
H -3.0797 -0.1113 -3.3351
C -2.9919 -4.4732 0.7872
H 1.5111 -0.2247 -1.6475
C 3.6834 -2.7009 1.3692
C 2.0423 -3.9666 -2.1927
H 0.4686 -1.6611 0.0091
C 3.4822 -5.6204 -1.1673
C 2.1934 -0.3764 1.1228
H -1.4319 -5.7940 0.1217
H 1.2938 0.5968 3.4780
H -2.7709 1.7399 -0.3648
C 3.4909 -2.1340 0.1204
C 4.3989 -5.3597 -2.1657
H 0.9063 3.3856 -2.8258
H 1.5695 -0.9100 4.3578
C -1.0334 3.3305 -0.1211
C 2.4364 -0.8995 2.3971
H 3.9769 1.3751 1.3261
C 2.9527 -3.7076 -3.2127
H -0.4391 -0.2045 -2.6450
H 4.8777 -4.2521 -3.9461
C -3.4182 -3.1590 0.9436
H 2.7517 -2.9848 -3.9936
H -4.4094 -0.7978 2.1233
C -2.9327 0.1835 -2.2943
C 2.5600 -0.3499 -1.3821
H -0.7284 0.8746 -4.0152
H 0.2385 1.4146 -2.6462
```

Values from the calculation:
HOMO-LUMO gap (spin up / spin down) (eV): 6.27 / 6.27
E_tot (eV): -129613.23301
Highest occupied orbital energy (spin up / spin down) (eV): -10.1 / -10.2
Multiplicity: 2
Charge: +1



[2]
Here is a 10-piece molecular cluster, C37H48N9O overall in a non-equilibrium geometry from the OMol25 dataset. Energies are from the ωB97M-V functional and the def2-TZVPD basis.

```
95
C37H48N9O (the ωB97M-V functional and the def2-TZVPD basis)
H -2.8440 35.3020 42.7350
H -2.9450 39.2950 44.9270
C -2.5920 37.3500 39.4680
N 0.3830 34.0350 41.2010
H -0.5760 35.4140 37.9010
C 3.2410 43.8980 38.3280
N 2.6630 38.9950 44.7050
H 3.9710 37.4730 36.2920
N 0.5150 43.0890 42.6810
N -1.3900 36.7610 39.2810
C 0.7350 38.3450 41.0480
C 4.1320 40.6010 45.3100
H 6.3300 39.1010 38.1120
C 4.0290 35.7470 44.5820
C 4.2640 43.1080 38.3640
N -1.5230 37.0510 43.0160
H 1.1490 38.7280 41.9770
C -0.6150 33.2230 40.6550
C -2.5070 36.1450 37.4530
C 2.3730 41.7240 38.7610
C 1.6760 36.0900 44.4570
H -4.5630 37.0230 44.3400
C -3.5270 37.1900 43.8730
C 2.7070 35.7110 45.3420
H 1.7600 36.7750 42.4300
H 5.3420 43.2880 37.9770
H 3.7590 39.0760 41.4730
C -0.1290 41.9460 42.4330
C 3.7380 36.1980 43.3200
H 0.8940 43.1210 38.5790
H 1.6540 40.8220 39.0420
H 4.1830 38.2900 39.2590
C 1.2500 33.3070 42.0800
H 5.6800 41.1270 42.2080
H 3.2600 35.1740 40.0650
C -0.2600 43.9550 43.4330
H -0.5320 36.9900 39.9490
H 1.1050 31.2210 42.6170
N 2.5340 36.8100 39.0600
N 4.8250 39.1000 39.6560
C 5.6060 40.5060 41.1930
H -2.5730 35.6580 36.5130
H 4.4060 36.3330 42.5750
C 3.9850 39.3010 44.8490
C 2.7180 41.0440 45.3890
H 5.0170 41.3370 44.9990
C 6.5670 40.5400 39.9860
H 4.2330 40.8380 38.8900
H 7.3460 41.3020 39.8360
C -3.3650 37.1110 38.3390
H 2.0780 38.4410 37.9520
C -0.4210 31.9870 41.1700
C 3.4110 35.7260 39.2040
H -0.7860 36.6400 42.3570
N 3.8350 41.7480 38.7140
H -3.0160 37.8910 40.3240
H 0.1400 41.1740 41.6530
H 0.6370 35.1020 41.1010
C 2.7340 37.5870 37.9670
C -1.3530 43.2870 43.7370
H -1.9150 41.1120 43.2730
C -2.8510 36.3450 43.1210
C 1.8730 40.1390 44.8060
H 2.4480 35.2080 46.3130
H 2.1320 33.6750 42.7970
C 5.9550 39.6300 39.1250
H 1.5250 43.3580 42.3180
H -0.6490 38.8430 43.4990
C 4.6110 39.5540 40.9480
H 4.7220 38.5420 44.6110
C 0.7790 32.0470 42.0350
H 2.5540 37.9910 44.3670
C 3.7600 36.9830 37.2100
H 3.1110 44.8670 38.0030
O 0.6450 36.9750 41.1130
C 4.2090 35.7940 38.0520
C -1.2740 36.0210 38.1040
C 2.0370 42.9390 38.5660
H -0.3340 38.6380 41.0710
H -2.1870 43.6550 44.4320
C -1.4730 38.2550 43.6700
H -1.3240 33.4550 39.7010
H 4.9470 35.4180 44.9730
H 0.6750 36.0740 44.6770
H 1.6900 36.9460 39.6350
H 0.8320 40.2000 44.4760
C -1.2980 41.8320 43.0830
H 0.1870 44.9430 43.6880
H 4.9970 34.8590 38.0120
H 1.2890 38.6690 40.0770
N 2.2890 36.3860 43.3250
C -2.8090 38.4650 44.1040
H -4.2570 37.6110 37.9220
H 2.6270 42.0940 45.6280
H -1.0020 31.1060 41.3740
```

Values from the calculation:
HOMO-LUMO gap (eV): 8.54
E_tot (eV): -54594.77441
Highest occupied orbital energy (eV): -5.9
Charge: -1